Entry from the Open Molecules 2025 dataset: C4H6N2 in the gas phase (the ωB97M-V functional and the def2-TZVPD basis).

Atoms and positions in Å:
C (-1.3481, -0.4733, -0.1391)
C (-0.3331, 0.8139, 0.6911)
C (0.3247, -0.4476, 0.7406)
C (1.4951, -0.3780, -0.0982)
N (1.5583, 0.7981, -0.6651)
N (0.4665, 1.4615, -0.2307)
H (-2.1147, -0.6787, 0.6026)
H (-1.6979, 0.2333, -0.8848)
H (-1.0719, -1.3970, -0.6651)
H (0.1022, -1.2270, 1.4587)
H (2.2615, -1.1211, -0.2738)
H (0.3572, 2.4159, -0.5363)

Its HOMO energy is -8.6 eV. As for the max |F|: 0.5 eV Å⁻¹. The charge is 0. The total energy comes out at -265.382342 a.u. As for the relative energy (zero: lowest compared OMol25 entry of this formula, charge and spin): 96.15 kcal/mol.

***

Entry from the Open Molecules 2025 dataset: C4H6N2 in the gas phase (the ωB97M-V functional and the def2-TZVPD basis).

Atoms and positions in Å:
C (0.7966, -1.4589, -0.5284)
C (-0.2096, -0.1742, 0.1681)
C (-0.2111, 1.0711, -0.3165)
N (-0.6711, 2.1621, 0.5520)
N (-1.1301, 2.0838, 1.6743)
C (-0.1505, -1.2066, 0.9804)
H (0.6433, -2.5386, -0.4155)
H (0.4799, -1.2356, -1.5585)
H (1.8416, -1.1998, -0.3608)
H (0.1086, 1.3560, -1.3156)
H (-0.5387, 3.0740, 0.0485)
H (-0.9590, -1.9333, 1.0719)

Its HOMO energy is -7.8 eV. As for the max |F|: 0.8 eV Å⁻¹. The charge is 0. The total energy comes out at -265.266741 a.u. As for the relative energy (zero: lowest compared OMol25 entry of this formula, charge and spin): 168.69 kcal/mol.

***

Entry from the Open Molecules 2025 dataset: C4H6N2 in the gas phase (the ωB97M-V functional and the def2-TZVPD basis).

Atoms and positions in Å:
C (-1.7047, -0.2949, 0.1499)
C (-0.2675, 0.0664, -0.0854)
C (0.4203, 1.2817, 0.2041)
N (1.7268, 1.1531, 0.1203)
N (1.9247, -0.1144, -0.3082)
C (0.7386, -0.7854, -0.4480)
H (-2.3497, -0.1396, -0.7184)
H (-1.7771, -1.3492, 0.4422)
H (-2.1101, 0.2876, 0.9847)
H (0.0029, 2.2464, 0.4651)
H (2.7157, -0.5653, 0.1270)
H (0.6943, -1.7570, -0.9237)

Its HOMO energy is -9.2 eV. As for the max |F|: 0.7 eV Å⁻¹. The charge is 0. The total energy comes out at -265.501581 a.u. As for the relative energy (zero: lowest compared OMol25 entry of this formula, charge and spin): 21.33 kcal/mol.

***

Entry from the Open Molecules 2025 dataset: a molecular structure, C4H6N2 at a distorted geometry (the ωB97M-V functional and the def2-TZVPD basis).

Atoms and positions in Å:
C (-0.2893, 0.4513, -0.4112)
C (-0.2944, -0.9416, -0.5375)
C (1.2262, 0.7025, -0.1172)
C (1.1254, -0.8273, 0.1313)
N (-1.4972, 0.7845, -0.0139)
N (-1.8199, -0.6009, 0.2462)
H (1.9696, 0.9113, -0.8653)
H (1.2133, 1.3023, 0.7453)
H (0.9126, -1.1372, 1.2159)
H (1.9312, -1.4958, -0.3358)
H (-1.8425, 1.6500, 0.2955)
H (-2.6349, -0.7990, -0.3533)

Its HOMO energy is -8.1 eV. As for the max |F|: 3.8 eV Å⁻¹. The charge is 0. The total energy comes out at -265.289682 a.u. As for the relative energy (zero: lowest compared OMol25 entry of this formula, charge and spin): 154.30 kcal/mol.

***

Entry from the Open Molecules 2025 dataset: C4H6N2 in the gas phase at a distorted geometry (the ωB97M-V functional and the def2-TZVPD basis).

Atoms and positions in Å:
C (1.8457, 0.0678, -0.1101)
C (0.5686, 0.0955, -0.0302)
C (-0.1665, 1.2693, 0.0305)
N (-1.4063, 1.1212, -0.0790)
N (-1.7048, -0.2757, -0.3127)
C (-0.4994, -0.9280, 0.1092)
H (2.3391, -0.9816, -0.4462)
H (2.5282, 0.9302, -0.1242)
H (0.1694, 2.2551, 0.0954)
H (-2.5153, -0.5169, 0.1788)
H (-0.5129, -1.9140, -0.4758)
H (-0.6457, -1.1229, 1.1642)

Its HOMO energy is -8.5 eV. As for the max |F|: 6.3 eV Å⁻¹. The charge is 0. The total energy comes out at -265.432233 a.u. As for the relative energy (zero: lowest compared OMol25 entry of this formula, charge and spin): 64.85 kcal/mol.

***

Entry from the Open Molecules 2025 dataset: C4H6N2 in the gas phase at a distorted geometry (the ωB97M-V functional and the def2-TZVPD basis).

Atoms and positions in Å:
C (-1.7188, -0.2048, -0.0022)
C (-0.2351, -0.0806, -0.0802)
C (0.8069, -0.9476, 0.1742)
C (1.9647, -0.1246, 0.0819)
N (1.6628, 1.1111, -0.2695)
N (0.3346, 1.1151, -0.3681)
H (-2.1127, 0.4842, 0.7560)
H (-2.1844, 0.0448, -0.9600)
H (-2.0142, -1.2166, 0.2801)
H (0.6933, -2.0088, 0.3749)
H (2.9513, -0.1705, 0.5059)
H (-0.1115, 2.0054, -0.5009)

Its HOMO energy is -9.1 eV. As for the max |F|: 1.2 eV Å⁻¹. The charge is 0. The total energy comes out at -265.508486 a.u. As for the relative energy (zero: lowest compared OMol25 entry of this formula, charge and spin): 17.00 kcal/mol.

***

Entry from the Open Molecules 2025 dataset: C4H6N2 in the gas phase at a distorted geometry (the ωB97M-V functional and the def2-TZVPD basis).

Atoms and positions in Å:
C (0.7880, -1.7728, -0.1449)
C (0.7460, -0.3470, 0.1810)
N (0.2251, 0.3992, -0.6789)
C (-0.4103, 1.5393, 0.0158)
C (-1.8711, 1.3378, 0.0613)
N (-3.0260, 1.2363, 0.0188)
H (0.1376, -1.9351, -1.0102)
H (1.8148, -2.0188, -0.3759)
H (0.4368, -2.3611, 0.7065)
H (1.1093, 0.0427, 1.1410)
H (0.0490, 1.9636, -0.8925)
H (0.0005, 1.9159, 0.9781)

Its HOMO energy is -10.0 eV. As for the max |F|: 4.0 eV Å⁻¹. The charge is 0. The total energy comes out at -265.420871 a.u. As for the relative energy (zero: lowest compared OMol25 entry of this formula, charge and spin): 71.98 kcal/mol.

***

Entry from the Open Molecules 2025 dataset: C4H6N2 in the gas phase at a distorted geometry (the ωB97M-V functional and the def2-TZVPD basis).

Atoms and positions in Å:
C (-1.1423, 0.8296, -0.1414)
C (-0.5833, -0.4881, 0.3391)
N (0.0977, -1.4034, -0.5633)
C (0.8887, -0.7130, 0.4592)
C (1.7801, 0.3632, 0.0772)
N (2.4852, 1.2274, -0.2328)
H (-0.5769, 1.2156, -0.9956)
H (-2.1894, 0.7163, -0.4486)
H (-1.1021, 1.5837, 0.6509)
H (-1.1872, -0.9996, 1.0888)
H (0.2471, -0.9716, -1.4735)
H (1.2825, -1.3600, 1.2399)

Its HOMO energy is -10.1 eV. As for the max |F|: 1.1 eV Å⁻¹. The charge is 0. The total energy comes out at -265.480265 a.u. As for the relative energy (zero: lowest compared OMol25 entry of this formula, charge and spin): 34.71 kcal/mol.

***

Entry from the Open Molecules 2025 dataset: a molecular structure, C4H6N2 at a distorted geometry (the ωB97M-V functional and the def2-TZVPD basis).

Atoms and positions in Å:
N (-1.7427, 0.7743, -0.7106)
C (-0.6123, 0.1745, -0.1494)
C (-0.6099, -0.2672, 1.1223)
C (1.2725, -0.7372, 1.1993)
C (1.6218, -0.4674, -0.0811)
N (0.5920, 0.0732, -0.8297)
H (-2.4465, 0.2284, -1.1705)
H (-1.9253, 1.7411, -0.5111)
H (-1.5181, 0.0106, 1.7706)
H (2.1451, -1.1619, 1.8026)
H (2.5741, -0.6090, -0.6259)
H (0.6493, 0.2405, -1.8166)

Its HOMO energy is -8.3 eV. As for the max |F|: 3.4 eV Å⁻¹. The charge is 0. The total energy comes out at -265.415088 a.u. As for the relative energy (zero: lowest compared OMol25 entry of this formula, charge and spin): 75.60 kcal/mol.

***

Entry from the Open Molecules 2025 dataset: C4H6N2 in the gas phase at a distorted geometry (the ωB97M-V functional and the def2-TZVPD basis).

Atoms and positions in Å:
C (-1.8083, -0.6201, -0.0032)
N (-0.4046, -0.3742, -0.1476)
C (0.1875, 0.8548, 0.0659)
C (1.5670, 1.0228, -0.1349)
C (2.3553, -0.2269, -0.1259)
N (2.9739, -1.1810, 0.0862)
H (-2.1019, -1.5984, -0.3044)
H (-2.3642, 0.0745, -0.7434)
H (-2.1714, -0.4331, 1.0411)
H (0.3009, -1.0816, -0.1314)
H (-0.5479, 1.6025, 0.3920)
H (2.0137, 1.9606, 0.0058)

Its HOMO energy is -8.5 eV. As for the max |F|: 3.5 eV Å⁻¹. The charge is 0. The total energy comes out at -265.479702 a.u. As for the relative energy (zero: lowest compared OMol25 entry of this formula, charge and spin): 35.06 kcal/mol.

***

Entry from the Open Molecules 2025 dataset: 2 unconnected molecules or ions with the total composition C4H6N2 at a distorted geometry (the ωB97M-V functional and the def2-TZVPD basis).

Atoms and positions in Å:
N (0.5998, 0.9819, 1.0702)
C (0.3944, 0.3187, -0.2566)
C (-0.7521, 0.9311, -0.8097)
C (-0.3648, -0.1714, 0.9534)
C (1.4934, -0.4236, -0.8376)
N (2.3726, -0.9786, -1.3452)
H (1.4471, 0.7735, 1.5913)
H (0.2946, 1.9582, 1.0433)
H (-1.0979, 0.2746, -1.6294)
H (-1.7231, -1.8317, -0.6924)
H (-1.4063, 0.1558, 1.0440)
H (-1.2578, -1.9886, -0.1312)

Its HOMO energy is -9.1 eV. As for the max |F|: 1.1 eV Å⁻¹. The charge is 0. The total energy comes out at -265.247216 a.u. As for the relative energy (zero: lowest compared OMol25 entry of this formula, charge and spin): 180.95 kcal/mol.

***

Entry from the Open Molecules 2025 dataset: C4H6N2 in the gas phase at a distorted geometry (the ωB97M-V functional and the def2-TZVPD basis).

Atoms and positions in Å:
N (2.1613, -0.6963, -1.6680)
C (1.4627, -0.5979, -0.7483)
C (0.6876, -0.3421, 0.5084)
C (0.1312, 1.0521, 0.7677)
C (-0.9001, 0.7189, -0.3058)
N (-0.7636, -0.7064, 0.2342)
H (1.1465, -0.9400, 1.3039)
H (-1.1627, -0.6061, 1.1750)
H (0.7785, 1.9178, 0.6574)
H (-0.5780, 0.6470, -1.3652)
H (-1.9273, 1.0963, -0.2661)
H (-1.0362, -1.5433, -0.2931)

Its HOMO energy is -7.1 eV. As for the max |F|: 1.1 eV Å⁻¹. The charge is 0. The total energy comes out at -265.367907 a.u. As for the relative energy (zero: lowest compared OMol25 entry of this formula, charge and spin): 105.21 kcal/mol.

***

- The highest relative energy (zero: lowest compared OMol25 entry of this formula, charge and spin) belongs to which entry?
  number 11